Here is a 5-piece molecular cluster, C43H77FO16Si overall from the Open Molecules 2025 dataset. Energies are from wB97M-V/def2-TZVPD.

```
138
Properties=species:S:1:pos:R:3:mulliken_charge:R:1
C -2.852 7.510 3.319 -0.990
C -3.006 6.101 2.464 -0.385
C -1.567 5.656 1.768 -0.327
C -1.787 5.373 0.159 -0.663
C -0.832 4.119 -0.398 -0.162
C -1.213 3.939 -1.983 -0.372
C -0.421 2.719 -2.748 -0.776
C -0.681 1.303 -1.953 -0.315
C -2.207 0.727 -2.318 -0.543
C -1.965 -0.752 -3.016 -0.846
C -1.446 -1.850 -1.872 -0.245
C -1.355 -3.302 -2.632 -0.498
C 0.106 -4.063 -2.471 0.527
C 0.461 -4.875 -1.247 0.053
C -0.620 -4.986 0.025 -0.538
C -0.346 -3.644 0.985 -0.107
O -0.107 -4.069 2.374 -0.514
Si 0.777 -2.868 3.303 0.796
C 1.472 -3.821 4.873 -0.907
C -0.286 -1.417 3.989 -0.800
C 2.310 -2.111 2.418 -0.860
C 1.880 -5.688 -1.059 0.288
O 2.124 -6.294 0.136 -0.647
C 3.009 -5.720 -2.293 0.140
C 4.355 -6.641 -2.118 -0.127
C 5.658 -5.705 -1.725 -0.826
F 4.612 -7.584 -3.245 -0.325
C 2.708 -4.872 -3.515 0.301
C 3.772 -4.780 -4.791 -0.480
C 4.301 -3.213 -5.033 0.055
O 4.929 -2.850 -6.186 -0.514
C 1.300 -3.997 -3.639 0.263
O 1.068 -3.190 -4.681 -0.648
H -3.818 7.663 3.985 0.311
H -1.942 7.484 4.077 0.260
H -2.812 8.450 2.592 0.259
H -3.291 5.270 3.260 0.234
H -3.854 6.213 1.654 0.271
H -1.152 4.724 2.345 0.279
H -0.829 6.588 1.838 0.226
H -1.470 6.306 -0.480 0.178
H -2.915 5.121 -0.076 0.306
H 0.299 4.361 -0.221 -0.042
H -1.143 3.187 0.272 0.275
H -2.378 3.831 -2.139 0.237
H -0.888 4.941 -2.539 0.209
H -0.889 2.614 -3.828 0.218
H 0.729 2.886 -2.885 0.304
H 0.106 0.527 -2.339 0.351
H -0.577 1.368 -0.789 0.143
H -2.868 0.652 -1.337 0.264
H -2.763 1.432 -3.103 0.290
H -1.089 -0.623 -3.810 0.245
H -2.894 -1.141 -3.618 0.386
H -2.291 -1.854 -1.035 0.250
H -0.417 -1.538 -1.383 0.201
H -1.529 -3.137 -3.800 0.445
H -2.247 -3.955 -2.226 -0.027
H -1.744 -5.004 -0.376 0.172
H -0.459 -5.996 0.596 0.398
H -1.312 -2.977 0.871 0.157
H 0.533 -3.055 0.486 0.094
H 0.981 -4.908 4.881 0.259
H 2.632 -3.905 4.735 0.292
H 1.141 -3.257 5.858 0.127
H -0.247 -0.447 3.295 0.212
H -1.391 -1.702 4.280 0.288
H 0.234 -1.070 5.007 0.165
H 1.994 -1.280 1.623 0.230
H 2.918 -1.515 3.248 0.294
H 2.968 -2.885 1.834 0.206
H 4.161 -7.331 -1.165 0.284
H 6.573 -6.398 -1.448 0.316
H 5.430 -5.071 -0.746 0.254
H 6.009 -4.984 -2.579 0.244
H 4.749 -5.414 -4.621 0.271
H 3.228 -5.092 -5.781 0.374
H 4.195 -2.366 -4.229 0.295
C 5.637 4.022 0.227 -1.215
C 4.131 4.004 0.428 -0.103
O 3.786 4.262 1.795 -0.305
C 3.919 5.548 2.203 0.720
O 4.292 6.489 1.516 -0.550
O 3.587 5.609 3.517 -0.315
C 3.789 6.893 4.103 -0.636
H 6.124 3.320 0.912 0.298
H 5.892 3.750 -0.801 0.367
H 6.059 5.010 0.434 0.327
H 3.748 3.007 0.188 0.320
H 3.624 4.713 -0.237 0.277
H 3.260 7.673 3.545 0.289
H 4.860 7.113 4.153 0.293
H 3.393 6.870 5.121 0.228
C -3.307 -6.792 -4.935 -1.153
C -4.083 -6.799 -3.629 -0.022
O -5.239 -5.955 -3.707 -0.319
C -6.275 -6.442 -4.433 0.734
O -6.311 -7.521 -5.008 -0.554
O -7.264 -5.513 -4.431 -0.324
C -8.376 -5.854 -5.255 -0.622
H -3.048 -5.768 -5.222 0.273
H -2.388 -7.378 -4.841 0.353
H -3.897 -7.211 -5.756 0.384
H -3.450 -6.395 -2.832 0.112
H -4.368 -7.814 -3.331 0.339
H -8.782 -6.835 -4.987 0.288
H -8.078 -5.833 -6.308 0.287
H -9.157 -5.105 -5.101 0.225
C -2.720 10.787 -5.556 -1.085
C -2.479 10.015 -4.270 -0.163
O -2.964 8.670 -4.372 -0.343
C -2.214 7.830 -5.126 0.738
O -1.176 8.112 -5.707 -0.557
O -2.827 6.619 -5.144 -0.325
C -2.196 5.667 -5.996 -0.628
H -3.779 10.753 -5.831 0.288
H -2.415 11.831 -5.443 0.353
H -2.161 10.357 -6.394 0.310
H -3.035 10.491 -3.455 0.285
H -1.421 10.021 -3.984 0.300
H -1.137 5.548 -5.744 0.282
H -2.313 5.970 -7.041 0.327
H -2.693 4.703 -5.858 0.216
C 1.809 -4.080 12.404 -1.085
C 1.006 -4.338 11.140 -0.166
O 0.850 -3.140 10.370 -0.344
C 1.951 -2.726 9.697 0.752
O 3.042 -3.280 9.684 -0.556
O 1.643 -1.572 9.053 -0.329
C 2.751 -0.967 8.391 -0.639
H 1.355 -3.273 12.989 0.288
H 1.858 -4.981 13.021 0.354
H 2.832 -3.768 12.174 0.311
H -0.001 -4.670 11.415 0.283
H 1.452 -5.132 10.531 0.300
H 3.230 -1.667 7.699 0.281
H 3.470 -0.601 9.131 0.316
H 2.381 -0.114 7.817 0.230
```

## Properties
M = 897.16 u
Max |F| = 8.791 eV Å⁻¹
Calculated total energy = -89181.24066 eV
HOMO-LUMO gap = 7.522 eV
Charge = 0

=====

Here is a 12-piece molecular cluster, C43H84N12O5 overall from the Open Molecules 2025 dataset. Energies are from wB97M-V/def2-TZVPD.

```
144
Properties=species:S:1:pos:R:3:mulliken_charge:R:1
C -2.272 2.792 -3.576 -1.765
C -2.467 2.079 -2.223 2.178
C -3.811 1.259 -2.083 0.542
C -3.692 0.036 -2.938 0.073
N -3.556 -0.926 -3.546 -0.580
H -2.408 2.100 -4.381 0.342
H -1.291 3.261 -3.534 0.284
H -2.983 3.623 -3.662 0.498
H -2.485 2.831 -1.444 0.460
H -1.603 1.429 -2.116 -1.828
H -4.679 1.856 -2.351 0.623
H -3.926 0.993 -1.065 -0.854
C -0.789 3.041 3.577 -0.596
C -1.983 4.086 3.675 -0.814
C -2.132 4.765 2.277 0.828
C -1.014 5.710 1.994 0.077
N -0.188 6.450 1.810 -0.498
H -1.111 2.168 2.987 0.080
H -0.569 2.723 4.605 0.442
H 0.124 3.447 3.085 0.160
H -1.740 4.842 4.423 0.429
H -2.873 3.508 3.930 0.288
H -3.105 5.270 2.052 0.420
H -2.114 3.926 1.591 -0.763
C -3.220 -3.658 2.233 -0.006
C -2.455 -3.853 3.530 0.151
C -3.194 -3.596 4.860 -0.783
C -3.884 -2.294 4.859 0.376
N -4.335 -1.224 4.967 -0.591
H -2.465 -3.661 1.453 -0.205
H -3.760 -2.695 2.256 -0.337
H -3.977 -4.398 2.127 0.483
H -1.539 -3.293 3.460 -0.397
H -2.020 -4.853 3.589 0.466
H -2.501 -3.677 5.715 0.423
H -4.007 -4.267 5.159 0.352
C 3.385 -0.190 -5.314 -1.467
C 3.915 -0.432 -3.894 -0.569
C 3.791 0.829 -3.044 3.829
C 4.428 2.030 -3.573 0.032
N 4.986 2.924 -4.011 -0.666
H 3.556 -1.116 -5.869 0.445
H 3.795 0.612 -5.912 0.401
H 2.306 -0.193 -5.297 0.142
H 5.003 -0.606 -3.967 0.541
H 3.501 -1.282 -3.348 0.193
H 4.238 0.575 -2.041 -1.165
H 2.737 1.005 -2.882 -1.619
C 1.601 6.171 -1.338 -1.582
C 1.049 5.012 -2.156 0.295
C 2.151 3.978 -2.451 -0.338
C 2.750 3.305 -1.297 0.418
N 3.365 2.686 -0.584 -0.526
H 0.859 6.853 -0.945 0.437
H 2.256 6.778 -1.947 0.380
H 2.176 5.762 -0.502 0.372
H 0.574 5.406 -3.062 0.495
H 0.188 4.494 -1.636 -0.327
H 3.017 4.413 -2.928 0.645
H 1.848 3.139 -3.089 -0.190
C -5.974 -0.796 1.169 -0.568
C -5.748 -0.003 2.495 -0.929
C -4.401 0.755 2.609 0.556
C -4.260 1.748 1.504 -0.104
N -4.146 2.516 0.681 -0.625
H -6.977 -1.216 1.160 0.459
H -5.192 -1.564 1.047 -0.188
H -5.829 -0.274 0.230 0.210
H -5.859 -0.610 3.425 0.421
H -6.540 0.740 2.590 0.459
H -3.570 0.065 2.511 -0.285
H -4.319 1.325 3.516 0.664
C 0.098 2.092 0.020 -0.043
C 0.767 0.709 0.229 1.458
C 0.064 -0.408 -0.429 2.631
C -1.243 -0.721 0.183 -0.834
N -2.261 -0.842 0.663 -0.042
H 0.684 2.898 0.529 0.682
H -0.952 2.214 0.349 -0.304
H 0.050 2.326 -1.046 -0.791
H 0.847 0.422 1.311 -0.603
H 1.798 0.819 -0.159 -0.172
H 0.532 -1.408 -0.319 0.752
H -0.125 -0.265 -1.523 -2.484
C 1.389 -4.666 4.037 0.024
O 1.445 -4.372 5.198 -0.557
N 1.028 -3.856 3.025 0.559
C 1.169 -4.237 1.658 -0.531
C 0.787 -2.415 3.292 -1.242
H 1.631 -5.718 3.733 0.274
H 1.383 -5.316 1.542 0.366
H 1.928 -3.673 1.132 -0.076
H 0.280 -4.063 1.096 0.202
H 1.743 -1.914 3.108 0.783
H -0.001 -2.032 2.630 -0.103
H 0.531 -2.313 4.343 0.218
C 0.036 0.852 -4.586 -0.668
O 0.524 1.255 -3.572 -0.466
N -0.099 -0.435 -4.903 0.529
C -0.792 -0.918 -6.067 -0.986
C 0.133 -1.442 -3.841 -1.035
H -0.433 1.563 -5.290 0.546
H -0.518 -1.910 -6.345 0.333
H -0.581 -0.255 -6.913 0.378
H -1.877 -0.923 -5.951 0.286
H -0.703 -1.481 -3.117 0.312
H 0.251 -2.367 -4.388 0.638
H 1.105 -1.304 -3.365 -0.067
C -2.085 -3.427 -1.235 0.487
O -0.910 -3.746 -1.174 -0.763
N -3.109 -4.258 -1.460 0.312
C -4.467 -3.755 -1.417 -0.653
C -2.875 -5.667 -1.858 -1.068
H -2.421 -2.404 -1.005 -0.053
H -5.110 -4.289 -0.722 0.302
H -4.813 -3.877 -2.435 0.380
H -4.459 -2.696 -1.130 -0.056
H -1.901 -6.022 -1.553 0.281
H -3.647 -6.286 -1.409 0.341
H -2.970 -5.694 -2.934 0.334
C 2.482 1.361 3.716 0.138
O 1.821 0.419 3.317 -0.433
N 3.754 1.520 3.521 0.267
C 4.506 2.714 4.111 -0.945
C 4.516 0.598 2.715 -0.508
H 1.996 2.156 4.267 0.095
H 5.210 2.261 4.855 0.359
H 3.830 3.385 4.672 0.291
H 5.147 3.250 3.447 0.333
H 5.411 0.137 3.162 0.410
H 3.872 -0.249 2.423 -0.381
H 4.852 1.164 1.823 0.326
C 6.361 -1.913 1.204 0.023
O 7.434 -1.463 1.561 -0.588
N 5.656 -1.581 0.098 0.168
C 4.298 -2.062 -0.091 -0.592
C 6.118 -0.429 -0.672 -0.788
H 5.849 -2.689 1.801 0.335
H 3.624 -1.362 0.453 0.180
H 4.110 -3.031 0.349 0.402
H 4.035 -2.038 -1.137 0.092
H 5.934 -0.679 -1.746 0.192
H 5.518 0.393 -0.386 0.278
H 7.183 -0.276 -0.539 0.330
```

## Properties
M = 849.22 u
Max |F| = 4.249 eV Å⁻¹
Calculated total energy = -74070.34444 eV
ΔE to the lowest compared entry with this formula, charge and spin = 0.0 kcal/mol
HOMO-LUMO gap = 9.657 eV
Charge = 0

=====

Here is a 7-piece molecular cluster, C43H87F10NO17S overall from the Open Molecules 2025 dataset. Energies are from wB97M-V/def2-TZVPD.

```
159
Properties=species:S:1:pos:R:3:mulliken_charge:R:1
C 0.757 1.752 -2.841 -1.963
C 1.647 1.177 -1.759 0.723
C 0.963 1.203 -0.398 -1.838
C 2.145 -0.230 -2.092 -0.545
C 1.048 -1.234 -2.455 -1.510
C 1.323 -1.890 -3.811 1.708
C 2.335 -3.025 -3.558 -1.444
C 3.174 -3.573 -4.681 0.536
C 4.397 -4.317 -4.158 -1.355
F 2.410 -4.448 -5.445 -0.428
O 1.945 -0.909 -4.672 -0.170
S 1.489 -1.028 -6.185 1.328
O 2.548 -1.414 -7.053 -0.757
O 0.739 0.151 -6.477 -0.652
O 0.583 -2.296 -5.966 -0.620
C 0.049 -2.275 -4.605 1.402
C -0.454 -3.684 -4.375 -2.667
C -1.062 -3.973 -3.015 0.714
C -1.444 -5.411 -2.788 -0.010
N -1.269 -6.279 -3.874 -0.475
O -1.839 -5.801 -1.674 -0.642
C -1.068 -1.236 -4.472 -0.482
C -1.853 -0.916 -5.747 -1.784
C -3.170 -1.634 -5.820 0.739
F -3.698 -1.503 -7.074 -0.349
F -3.018 -2.971 -5.600 -0.304
C -4.243 -1.069 -4.815 0.525
F -5.123 -0.272 -5.504 -0.328
F -3.624 -0.302 -3.856 -0.273
C -5.082 -2.140 -4.101 0.634
F -5.649 -2.963 -5.044 -0.304
F -4.243 -2.876 -3.302 -0.206
C -6.227 -1.536 -3.199 0.554
F -5.966 -0.241 -2.872 -0.254
F -7.411 -1.587 -3.875 -0.249
F -6.332 -2.259 -2.046 -0.235
H 1.143 1.563 -3.834 0.299
H 0.613 2.810 -2.683 0.724
H -0.235 1.318 -2.789 0.366
H 2.538 1.793 -1.707 0.378
H 0.464 0.272 -0.169 0.419
H 1.703 1.357 0.373 0.377
H 0.265 2.027 -0.347 0.441
H 2.624 -0.589 -1.189 0.573
H 2.914 -0.202 -2.846 -0.122
H 0.061 -0.807 -2.383 0.971
H 1.074 -2.035 -1.735 0.231
H 1.830 -3.847 -3.073 0.598
H 3.038 -2.629 -2.839 0.664
H 3.509 -2.789 -5.340 -0.001
H 4.355 -4.477 -3.092 0.351
H 4.510 -5.253 -4.681 0.459
H 5.286 -3.731 -4.346 0.170
H -1.192 -3.897 -5.132 0.926
H 0.348 -4.381 -4.544 0.946
H -0.413 -3.704 -2.195 0.105
H -1.980 -3.428 -2.846 -0.024
H -1.642 -7.175 -3.590 0.383
H -1.807 -5.971 -4.674 0.199
H -1.769 -1.544 -3.716 0.461
H -0.637 -0.316 -4.114 -0.172
H -1.326 -1.128 -6.659 0.663
H -2.073 0.140 -5.771 0.495
C -6.104 0.884 3.261 -0.940
O -5.253 0.426 2.226 -0.314
C -5.919 0.273 0.981 -0.414
C -5.607 1.418 0.049 -0.294
O -6.145 2.640 0.525 -0.433
C -5.186 3.479 1.139 -0.663
H -5.474 1.131 4.114 0.247
H -6.661 1.774 2.958 0.459
H -6.810 0.101 3.560 0.319
H -6.999 0.187 1.130 0.404
H -5.564 -0.659 0.528 0.271
H -6.057 1.222 -0.926 0.128
H -4.525 1.500 -0.088 0.311
H -4.493 3.888 0.396 0.318
H -4.617 2.946 1.905 0.261
H -5.725 4.301 1.606 0.251
C 4.712 5.933 1.211 -0.508
O 4.141 6.494 0.045 -0.391
C 3.743 5.531 -0.915 -0.678
C 2.252 5.292 -0.879 -0.222
O 1.851 4.676 0.332 -0.244
C 1.267 5.579 1.256 -0.897
H 4.827 6.738 1.934 0.021
H 4.072 5.159 1.641 0.298
H 5.700 5.509 0.996 0.386
H 4.274 4.587 -0.757 0.309
H 4.019 5.915 -1.902 0.441
H 1.982 4.618 -1.700 0.187
H 1.719 6.236 -1.027 0.366
H 0.277 5.899 0.912 0.384
H 1.897 6.456 1.414 0.365
H 1.156 5.054 2.202 0.224
C 8.768 -0.561 -3.304 -0.678
O 7.917 0.188 -4.150 -0.395
C 6.944 -0.598 -4.817 -0.881
C 5.587 -0.476 -4.168 0.092
O 5.574 -1.040 -2.863 -0.287
C 5.642 -0.075 -1.829 -0.530
H 9.357 0.149 -2.726 0.260
H 8.200 -1.194 -2.618 0.272
H 9.449 -1.187 -3.892 0.331
H 7.252 -1.648 -4.845 0.358
H 6.876 -0.237 -5.848 0.377
H 4.853 -1.021 -4.772 0.043
H 5.282 0.574 -4.134 0.364
H 4.708 0.494 -1.785 0.113
H 6.476 0.619 -1.957 0.397
H 5.772 -0.609 -0.889 0.216
C 0.927 7.814 4.995 -0.854
O 1.972 7.698 4.047 -0.198
C 2.899 8.771 4.090 -0.577
C 4.172 8.382 4.801 -0.430
O 3.952 8.134 6.179 -0.396
C 3.896 6.759 6.505 -0.669
H 0.380 6.874 4.993 0.231
H 1.315 7.998 6.000 0.359
H 0.240 8.622 4.720 0.317
H 2.452 9.645 4.574 0.376
H 3.138 9.041 3.056 0.396
H 4.888 9.206 4.723 0.371
H 4.613 7.503 4.320 0.249
H 4.884 6.296 6.417 0.317
H 3.189 6.223 5.867 0.265
H 3.567 6.684 7.540 0.252
C -4.474 -4.996 2.304 -0.712
O -3.409 -5.150 3.220 -0.351
C -2.152 -4.743 2.696 -0.436
C -1.758 -3.380 3.206 0.097
O -2.617 -2.364 2.722 -0.266
C -3.589 -1.966 3.674 -0.111
H -5.400 -5.177 2.847 0.258
H -4.498 -3.986 1.884 0.277
H -4.395 -5.723 1.488 0.311
H -2.170 -4.743 1.605 0.229
H -1.407 -5.477 3.021 0.411
H -0.744 -3.150 2.859 0.482
H -1.749 -3.380 4.300 -0.351
H -3.112 -1.432 4.503 0.312
H -4.134 -2.829 4.068 0.166
H -4.289 -1.298 3.179 -0.212
C -0.898 -2.691 7.392 -0.696
O -2.276 -2.605 7.084 -0.363
C -2.888 -3.869 6.870 0.040
C -3.690 -4.314 8.068 -0.800
O -2.862 -4.589 9.187 -0.369
C -2.859 -3.558 10.155 -0.680
H -0.570 -1.698 7.694 0.226
H -0.711 -3.392 8.209 0.331
H -0.320 -3.000 6.513 0.279
H -2.137 -4.624 6.620 0.329
H -3.559 -3.766 6.014 0.087
H -4.218 -5.239 7.815 0.376
H -4.436 -3.555 8.320 0.375
H -3.821 -3.510 10.677 0.322
H -2.645 -2.585 9.706 0.289
H -2.081 -3.794 10.878 0.239
```

## Properties
M = 1112.21 u
Max |F| = 2.655 eV Å⁻¹
Calculated total energy = -120303.18421 eV
HOMO-LUMO gap = 9.379 eV
Charge = 0